{
  "formula": "C13H39N12O25S2",
  "method": "wB97M-V/def2-TZVPD",
  "molar_mass_g_mol": 827.6,
  "charge": -1,
  "e_homo_ha": -0.2093,
  "spin_multiplicity": 1,
  "gap_ha": 0.2507,
  "energy_ev": -104826.967,
  "elements": ["N", "C", "C", "C", "S", "O", "O", "N", "S", "O", "O", "O", "H", "H", "H", "H", "H", "H", "H", "H", "H", "C", "N", "O", "O", "H", "H", "H", "C", "N", "O", "O", "H", "H", "H", "C", "N", "O", "O", "H", "H", "H", "C", "N", "O", "O", "H", "H", "H", "C", "N", "O", "O", "H", "H", "H", "C", "N", "O", "O", "H", "H", "H", "C", "N", "O", "O", "H", "H", "H", "C", "N", "O", "O", "H", "H", "H", "C", "N", "O", "O", "H", "H", "H", "C", "N", "O", "O", "H", "H", "H"],
  "xyz": [[0.660, 4.889, 0.081], [-0.658, 4.484, -0.477], [-1.553, 3.862, 0.594], [-1.818, 2.362, 0.457], [-0.424, 1.255, 0.557], [0.771, 1.855, 0.010], [-0.851, 0.058, -0.148], [-0.297, 0.836, 2.125], [0.766, 1.638, 2.987], [0.800, 1.040, 4.301], [0.622, 3.066, 2.974], [2.217, 1.359, 2.365], [0.761, 4.492, 1.008], [1.396, 4.441, -0.450], [-1.104, 5.364, -0.941], [-0.458, 3.749, -1.250], [-2.546, 4.317, 0.517], [-1.205, 4.107, 1.597], [-2.382, 2.120, -0.442], [-2.447, 2.072, 1.295], [2.211, 0.516, 1.896], [5.002, 2.723, 1.370], [4.652, 2.968, -0.054], [5.007, 2.131, -0.869], [4.055, 3.982, -0.321], [5.536, 1.784, 1.432], [5.617, 3.551, 1.691], [4.075, 2.680, 1.937], [8.923, 3.618, 4.263], [8.022, 3.856, 3.102], [7.595, 4.977, 2.929], [7.771, 2.897, 2.404], [9.053, 4.555, 4.790], [8.449, 2.869, 4.891], [9.864, 3.247, 3.869], [-5.347, -0.945, 0.837], [-4.949, 0.465, 0.579], [-4.305, 1.019, 1.450], [-5.262, 0.966, -0.480], [-4.952, -1.203, 1.809], [-6.429, -1.010, 0.806], [-4.904, -1.555, 0.059], [-1.256, -2.143, 2.503], [-2.475, -2.823, 3.029], [-3.523, -2.627, 2.444], [-2.354, -3.522, 4.013], [-1.524, -1.556, 1.633], [-0.871, -1.504, 3.291], [-0.542, -2.922, 2.252], [-9.100, -3.807, -0.560], [-7.759, -3.177, -0.660], [-7.531, -2.473, -1.622], [-6.968, -3.417, 0.228], [-9.680, -3.508, -1.424], [-8.940, -4.879, -0.547], [-9.568, -3.474, 0.362], [0.002, 1.219, -4.567], [-0.808, 2.081, -3.666], [-0.435, 3.220, -3.484], [-1.790, 1.576, -3.169], [0.842, 1.800, -4.929], [0.332, 0.368, -3.980], [-0.644, 0.902, -5.379], [-5.508, -4.971, -3.035], [-6.451, -6.084, -2.738], [-6.149, -7.202, -3.081], [-7.478, -5.784, -2.157], [-4.653, -5.381, -3.549], [-6.031, -4.253, -3.659], [-5.226, -4.525, -2.085], [8.033, 1.755, -1.221], [9.484, 1.537, -1.479], [10.192, 1.230, -0.543], [9.869, 1.683, -2.621], [7.842, 1.591, -0.168], [7.800, 2.776, -1.508], [7.479, 1.054, -1.835], [-3.040, -6.280, -7.263], [-3.957, -5.739, -6.222], [-3.805, -4.585, -5.877], [-4.798, -6.496, -5.786], [-2.351, -5.495, -7.551], [-2.519, -7.126, -6.826], [-3.654, -6.597, -8.100], [3.303, -0.224, 5.293], [4.750, -0.334, 4.956], [5.525, -0.653, 5.838], [5.074, -0.092, 3.812], [3.182, -0.470, 6.341], [2.983, 0.791, 5.083], [2.763, -0.917, 4.658]],
  "mulliken_charge": [-0.8361, 0.0639, -1.1596, -0.4751, 1.1232, -0.5956, -0.7802, -0.4396, 1.1912, -0.7689, -0.7411, -0.2650, 0.3141, 0.2695, 0.4765, -0.1927, 0.3451, 0.4772, 0.5332, 0.2653, 0.2417, -0.5140, 1.0548, -0.6007, -0.5866, 0.2058, 0.2753, 0.1492, -0.7490, 0.8345, -0.5282, -0.4384, 0.3008, 0.2926, 0.2869, -0.6539, 1.0079, -0.5773, -0.5804, 0.3212, 0.2378, 0.2796, -0.5456, 0.9762, -0.5886, -0.6007, 0.2100, 0.2448, 0.2471, -0.8140, 0.9443, -0.5150, -0.4995, 0.2926, 0.3322, 0.2889, -0.7954, 0.9377, -0.5561, -0.4799, 0.3041, 0.2873, 0.2975, -0.6644, 0.9412, -0.5429, -0.5693, 0.2545, 0.2637, 0.2823, -0.6347, 0.9218, -0.5418, -0.5617, 0.2278, 0.2801, 0.3036, -0.7364, 0.8314, -0.4941, -0.4768, 0.3066, 0.2864, 0.2887, -0.5771, 0.8926, -0.5775, -0.5103, 0.3135, 0.2293, 0.2305]
}

***

{
  "formula": "C13H39N2O8V",
  "method": "wB97M-V/def2-TZVPD",
  "molar_mass_g_mol": 402.4,
  "charge": 1,
  "e_homo_ha": [-0.4291, -0.4290],
  "spin_multiplicity": 4,
  "gap_ha": [0.2372, 0.2366],
  "energy_ev": -59150.039,
  "elements": ["V", "C", "O", "H", "H", "H", "C", "C", "C", "O", "C", "N", "H", "H", "H", "H", "H", "H", "H", "H", "H", "H", "H", "C", "C", "C", "O", "C", "N", "H", "H", "H", "H", "H", "H", "H", "H", "H", "H", "H", "C", "C", "O", "O", "H", "H", "H", "H", "H", "H", "C", "C", "O", "O", "H", "H", "H", "H", "H", "H", "O", "H", "H"],
  "xyz": [[2.224, 2.376, -3.126], [-0.621, 1.461, -1.653], [0.251, 1.909, -2.662], [-0.024, 0.940, -0.892], [-1.038, 2.304, -1.099], [-1.443, 0.827, -1.990], [1.822, -1.929, -0.197], [1.733, -2.926, -1.354], [0.909, -4.157, -0.977], [1.014, -5.144, -1.961], [0.547, -6.412, -1.583], [1.198, -2.253, -2.536], [1.949, -2.373, 0.786], [1.023, -1.184, -0.269], [2.691, -1.318, -0.462], [2.755, -3.268, -1.544], [-0.101, -3.764, -0.793], [1.341, -4.554, -0.047], [-0.475, -6.344, -1.185], [1.226, -6.933, -0.905], [0.374, -7.031, -2.465], [0.209, -2.146, -2.316], [1.237, -2.918, -3.303], [-1.494, 4.145, 3.271], [-0.714, 3.610, 2.094], [-0.500, 2.086, 2.208], [0.388, 1.829, 3.272], [0.336, 0.481, 3.700], [-1.425, 4.014, 0.868], [-1.663, 5.220, 3.160], [-0.955, 4.019, 4.214], [-2.501, 3.774, 3.487], [0.260, 4.105, 2.078], [-0.006, 1.754, 1.278], [-1.456, 1.557, 2.300], [-0.581, 0.253, 4.253], [1.117, 0.241, 4.421], [0.472, -0.132, 2.802], [-2.410, 3.769, 0.955], [-1.102, 3.376, 0.146], [3.279, 1.415, -0.172], [3.892, 1.982, 1.078], [3.222, 3.117, 1.577], [3.052, 2.513, -1.141], [2.271, 1.147, 0.143], [3.897, 0.677, -0.668], [4.970, 2.180, 1.102], [3.868, 1.159, 1.806], [2.848, 2.935, 2.445], [3.396, 3.320, -0.731], [-4.302, -2.075, -0.321], [-2.820, -2.280, -0.121], [-2.053, -2.179, -1.316], [-4.570, -0.915, -1.115], [-4.756, -1.871, 0.655], [-4.804, -2.939, -0.759], [-2.645, -3.294, 0.255], [-2.398, -1.677, 0.692], [-2.116, -1.238, -1.523], [-4.895, -1.203, -1.971], [-2.103, 3.266, -4.327], [-1.399, 2.784, -3.878], [-2.406, 3.917, -3.686]],
  "mulliken_charge": [1.2777, -0.0769, -0.7723, -0.1254, 0.2178, 0.4223, -0.7801, 0.0125, -0.2762, -0.3202, -0.7519, -0.6675, 0.4865, 0.0544, 0.0779, 0.3435, -0.0090, 0.4027, 0.2999, 0.2835, 0.2862, 0.2399, 0.3504, -1.5900, 0.5649, 0.0338, -0.3779, -0.6507, -0.6731, 0.4386, 0.3491, 0.3716, 0.1408, -0.2832, 0.4666, 0.3221, 0.2635, 0.1777, 0.3535, 0.0153, 0.5151, -0.6977, -0.5395, -0.3966, -0.3300, 0.3445, 0.3856, 0.3641, 0.3222, 0.2434, -0.4785, -0.2532, -0.4150, -0.5318, 0.2839, 0.3418, 0.3551, 0.1560, 0.1868, 0.3041, -0.6501, 0.2694, 0.3220]
}

***

{
  "formula": "C13H3Cl5MgN2O7",
  "method": "wB97M-V/def2-TZVPD",
  "molar_mass_g_mol": 500.7,
  "charge": -2,
  "e_homo_ha": -0.0950,
  "spin_multiplicity": 1,
  "gap_ha": 0.2483,
  "relative_energy_kj_mol": 87.8,
  "energy_ev": -98905.025,
  "elements": ["Mg", "O", "C", "O", "C", "C", "C", "C", "C", "N", "C", "O", "O", "H", "H", "H", "Cl", "C", "C", "Cl", "C", "Cl", "C", "O", "C", "Cl", "C", "Cl", "O", "N", "O"],
  "xyz": [[-0.500, -0.072, -0.356], [-0.743, 3.304, -2.609], [-0.665, 2.420, -1.750], [0.072, 1.410, -1.741], [-1.572, 2.509, -0.520], [-2.731, 3.268, -0.415], [-3.509, 3.123, 0.724], [-3.097, 2.248, 1.719], [-1.930, 1.520, 1.518], [-1.204, 1.679, 0.431], [-1.399, 0.378, 2.401], [-1.787, 0.309, 3.570], [-0.602, -0.372, 1.801], [-3.008, 3.920, -1.231], [-4.449, 3.657, 0.823], [-3.670, 2.096, 2.622], [6.113, -3.146, -0.121], [4.437, -2.751, -0.150], [4.011, -1.443, 0.080], [5.187, -0.252, 0.486], [2.679, -1.099, -0.003], [2.127, 0.490, 0.257], [1.663, -2.057, -0.329], [0.460, -1.760, -0.446], [2.149, -3.390, -0.510], [0.980, -4.600, -0.862], [3.485, -3.725, -0.430], [3.994, -5.353, -0.671], [-2.552, -0.504, -0.459], [-2.520, -0.907, -1.638], [-1.417, -0.900, -2.188]],
  "mulliken_charge": [1.2317, -0.7857, 0.3721, -0.7194, 0.4530, -0.6212, -0.1788, -0.6564, 0.4264, -0.2866, 0.2671, -0.7941, -0.5915, 0.4706, 0.3810, 0.4663, -0.2536, 0.4152, -0.1069, -0.2373, 0.7818, -0.2499, -0.2156, -0.7791, 0.3165, -0.2261, -0.0313, -0.2319, -0.3724, 0.0798, -0.3237]
}